C3H9NO2S | ωB97M-V/def2-TZVPD

## Properties
Gap between HOMO and LUMO (alpha / beta), eV: 2.703 / 6.341
2S+1: 2
Charge: -1
Lowest unoccupied orbital energy (alpha / beta), eV: 3.03 / 2.94
DFT total energy, eV: -19675.9402

CARTESIAN COORDINATES (ANGSTROEM)
O  1.80  -1.66  2.06
C  0.70  -1.14  1.73
C  0.28  -1.05  0.26
C  1.02  0.16  -0.38
S  0.96  0.17  -2.18
N  -1.16  -1.07  0.10
H  -0.12  -0.80  2.40
H  0.71  -1.96  -0.17
H  0.69  1.10  0.03
H  2.06  0.00  -0.12
H  -0.29  -0.31  -2.31
H  -1.47  -0.70  -0.78
H  -1.61  -0.55  0.84
H  -1.62  3.12  -0.08
H  -0.77  2.43  -1.11
O  -1.18  2.29  -0.27